78
Properties=species:S:1:pos:R:3:mulliken_spin:R:1 method="wB97M-V/def2-TZVPD" total_energy_ha=-6245.080764 fmax_ha_per_bohr=0.035 homo_lumo_gap_ha="0.29304 / 0.23547" e_above_lowest_kcal_mol=0.0 spin_multiplicity=2
Cu -1.04868 -0.47870 1.36088 -0.003
Cl -3.92175 -6.38867 3.21668 0.016
C -3.11266 -4.84969 3.20726 0.090
C -2.85504 -4.18611 4.41601 0.076
Cl -3.29098 -4.96753 5.92172 0.013
C -2.08172 -3.01772 4.44965 0.026
Cl -1.57556 -2.32447 5.97727 0.005
C -1.67951 -2.41705 3.23441 0.135
O -0.97053 -1.37662 3.14730 0.234
C -2.05813 -3.06077 1.94785 0.156
O -1.70147 -2.44465 0.88334 0.223
C -2.71193 -4.30848 1.98957 0.016
Cl -2.90413 -5.17305 0.49372 0.004
C -4.15989 3.54398 -1.04615 0.000
Si -3.44128 2.71922 0.47319 0.001
C -4.57545 1.49821 1.28521 0.000
C -2.89255 3.81686 1.82722 0.000
Sb -1.36523 1.41575 -0.12593 0.014
Si -1.93835 0.05083 -2.17337 0.000
C -3.56627 -0.77397 -1.79494 0.003
C -0.61988 -1.30138 -2.51024 -0.002
C -2.11325 1.11877 -3.71804 0.001
Si 0.50219 3.07378 -0.48456 -0.001
C 1.10608 3.55789 1.18229 0.000
C 1.88193 2.40438 -1.59010 0.000
C -0.15943 4.61928 -1.32503 0.001
H -4.92210 4.32049 -0.79681 0.000
H -4.65753 2.78037 -1.61443 0.000
H -3.42377 4.04501 -1.66264 0.000
H -5.45434 2.05900 1.63185 0.000
H -4.11820 0.92880 2.09783 0.000
H -5.00877 0.78852 0.53357 0.000
H -3.74061 4.38258 2.16153 0.000
H -2.12288 4.51676 1.56538 0.000
H -2.62805 3.18019 2.70145 0.000
H -3.51653 -1.35874 -0.86127 -0.003
H -3.85357 -1.42635 -2.62632 0.000
H -4.37011 -0.05927 -1.66291 0.000
H -0.77831 -2.02071 -1.69104 0.002
H 0.40875 -0.93556 -2.49918 0.000
H -0.85100 -1.79401 -3.45819 0.000
H -2.80320 1.96520 -3.63987 0.000
H -2.41226 0.46678 -4.55007 0.000
H -1.12604 1.55834 -3.92636 0.000
H 1.31942 2.66923 1.77466 0.000
H 0.32523 4.12116 1.69749 0.000
H 2.02020 4.18461 1.11986 0.000
H 2.16224 1.39642 -1.26638 0.000
H 2.72917 3.07651 -1.54395 0.000
H 1.50832 2.39185 -2.61273 0.000
H -0.80290 5.18365 -0.60337 0.000
H -0.70346 4.37210 -2.26714 0.000
H 0.64974 5.34026 -1.53934 0.000
N 1.12668 -1.31778 0.18184 0.000
S 2.41281 -2.16350 0.44866 0.000
C 3.58321 -1.02470 1.15546 -0.002
C 3.17129 0.06846 1.90538 0.003
C 4.12601 0.93433 2.45728 0.000
C 5.45843 0.63985 2.32384 0.000
C 5.87325 -0.49821 1.63735 0.000
C 4.93781 -1.32028 1.01558 0.000
C 3.21048 -2.47030 -1.12427 0.001
C 3.48031 -1.43548 -1.98180 0.000
C 3.99181 -1.71062 -3.21943 0.000
C 4.26232 -3.01658 -3.59576 0.000
C 4.02018 -4.06228 -2.71147 0.000
C 3.46912 -3.81165 -1.46063 0.000
H 0.38024 -2.00412 0.27670 -0.009
H 2.11380 0.24535 2.01702 -0.001
H 3.84534 1.81519 3.02423 0.000
H 6.17113 1.30014 2.81240 0.000
H 6.94365 -0.66899 1.59829 0.000
H 5.24281 -2.20319 0.44186 0.000
H 3.20288 -0.42093 -1.67132 0.000
H 4.14668 -0.88945 -3.93836 0.000
H 4.67253 -3.16748 -4.59859 0.000
H 4.27535 -5.08096 -2.95098 0.000
H 3.30588 -4.62007 -0.75010 0.000